Molecular formula: C92H220N12O10S5
Method: DFT, ωB97M-V/def2-TZVPD

As for the spin multiplicity: 1. The calculation puts the frontier orbital gap at 8.344 eV. The maximum force comes out at 2.6 eV Å⁻¹. The molar mass is 1815.181 g mol⁻¹. The energy is -7037.47864 a.u.

Each atom is followed by the atoms it is bonded to, with distances in Å.
Atoms and positions in Å:
1 C 7.145 -0.699 -5.036  C2 1.556, H8 1.094, H9 1.101, H10 1.089
2 C 7.328 0.733 -4.457  C1 1.556, N3 1.471, H11 1.074, H12 1.111
3 N 7.420 0.765 -2.989  C2 1.471, C4 1.426, C6 1.462
4 C 6.479 -0.012 -2.251  N3 1.426, C5 1.585, H13 1.093, H14 1.089
5 C 4.959 0.424 -2.352  C4 1.585, H15 1.116, H16 1.105, H17 1.095
6 C 7.586 2.141 -2.521  N3 1.462, C7 1.532, H18 1.107, H19 1.094
7 C 7.939 2.214 -1.032  C6 1.532, H20 1.110, H21 1.114, H22 1.081
8 H 7.780 -1.442 -4.544  C1 1.094
9 H 7.350 -0.760 -6.116  C1 1.101
10 H 6.099 -0.976 -4.917  C1 1.089
11 H 8.220 1.190 -4.843  C2 1.074
12 H 6.456 1.331 -4.799  C2 1.111
13 H 6.566 -1.035 -2.624  C4 1.093
14 H 6.801 -0.092 -1.213  C4 1.089
15 H 4.313 -0.310 -1.814  C5 1.116
16 H 4.734 1.474 -2.091  C5 1.105
17 H 4.645 0.359 -3.399  C5 1.095
18 H 6.697 2.774 -2.705  C6 1.107
19 H 8.362 2.602 -3.138  C6 1.094
20 H 8.410 3.215 -0.930  C7 1.110
21 H 8.753 1.530 -0.699  C7 1.114
22 H 7.132 2.160 -0.315  C7 1.081
23 C 2.804 -1.246 -9.362  C24 1.530, H30 1.098, H31 1.104, H32 1.097
24 C 1.780 -1.616 -8.287  C23 1.530, N25 1.464, H33 1.106, H34 1.113
25 N 1.610 -0.583 -7.263  C24 1.464, C26 1.454, C28 1.465
26 C 0.292 -0.592 -6.649  N25 1.454, C27 1.529, H35 1.096, H36 1.106
27 C -0.002 0.542 -5.665  C26 1.529, H37 1.114, H38 1.091, H39 1.098
28 C 2.764 -0.427 -6.375  N25 1.465, C29 1.487, H40 1.087, H41 1.076
29 C 3.105 -1.603 -5.531  C28 1.487, H42 1.090, H43 1.088, H44 1.095
30 H 3.838 -1.083 -9.032  C23 1.098
31 H 2.529 -0.318 -9.892  C23 1.104
32 H 2.825 -2.109 -10.040  C23 1.097
33 H 0.813 -1.754 -8.803  C24 1.106
34 H 2.036 -2.603 -7.840  C24 1.113
35 H -0.417 -0.545 -7.482  C26 1.096
36 H -0.001 -1.512 -6.109  C26 1.106
37 H -1.089 0.509 -5.423  C27 1.114
38 H 0.456 0.300 -4.705  C27 1.091
39 H 0.307 1.559 -5.937  C27 1.098
40 H 2.636 0.445 -5.738  C28 1.087
41 H 3.562 -0.273 -7.080  C28 1.076
42 H 2.297 -1.912 -4.869  C29 1.090
43 H 3.927 -1.443 -4.836  C29 1.088
44 H 3.351 -2.496 -6.116  C29 1.095
45 C -0.181 -1.765 1.356  C46 1.509, H52 1.083, H53 1.086, H54 1.084
46 C -1.015 -0.723 0.653  C45 1.509, N47 1.500, H55 1.077, H56 1.125
47 N -0.288 0.031 -0.421  C46 1.500, C48 1.420, C50 1.438
48 C -1.183 0.472 -1.431  N47 1.420, C49 1.533, H57 1.093, H58 1.093
49 C -1.543 -0.701 -2.349  C48 1.533, H59 1.092, H60 1.097, H61 1.069
50 C 0.432 1.153 0.118  N47 1.438, C51 1.532, H62 1.093, H63 1.081
51 C 1.584 1.606 -0.784  C50 1.532, H64 1.103, H65 1.101, H66 1.071
52 H 0.146 -2.509 0.641  C45 1.083
53 H -0.740 -2.252 2.150  C45 1.086
54 H 0.728 -1.340 1.767  C45 1.084
55 H -1.839 -1.252 0.205  C46 1.077
56 H -1.367 0.041 1.400  C46 1.125
57 H -2.109 0.886 -1.024  C48 1.093
58 H -0.763 1.234 -2.093  C48 1.093
59 H -2.030 -1.486 -1.766  C49 1.092
60 H -2.225 -0.420 -3.160  C49 1.097
61 H -0.678 -1.042 -2.878  C49 1.069
62 H 0.849 0.932 1.104  C50 1.093
63 H -0.194 2.016 0.296  C50 1.081
64 H 1.228 2.006 -1.748  C51 1.103
65 H 2.285 0.796 -1.039  C51 1.101
66 H 2.109 2.455 -0.395  C51 1.071
67 C -3.550 2.736 2.667  C68 1.566, H74 1.091, H75 1.089, H76 1.088
68 C -4.448 1.480 2.401  C67 1.566, N69 1.443, H77 1.097, H78 1.083
69 N -4.443 0.507 3.467  C68 1.443, C70 1.437, C72 1.437
70 C -4.722 0.981 4.795  N69 1.437, C71 1.531, H79 1.099, H80 1.088
71 C -6.138 1.525 5.003  C70 1.531, H81 1.092, H82 1.105, H83 1.077
72 C -5.202 -0.685 3.208  N69 1.437, C73 1.527, H84 1.100, H85 1.095
73 C -4.537 -1.554 2.143  C72 1.527, H86 1.076, H87 1.091, H88 1.087
74 H -3.920 3.470 3.384  C67 1.091
75 H -3.379 3.302 1.752  C67 1.089
76 H -2.622 2.388 3.117  C67 1.088
77 H -5.489 1.791 2.251  C68 1.097
78 H -4.181 0.992 1.472  C68 1.083
79 H -4.620 0.146 5.503  C70 1.099
80 H -4.063 1.824 4.989  C70 1.088
81 H -6.232 2.535 4.600  C71 1.092
82 H -6.873 0.830 4.558  C71 1.105
83 H -6.297 1.607 6.065  C71 1.077
84 H -6.169 -0.442 2.742  C72 1.100
85 H -5.446 -1.304 4.078  C72 1.095
86 H -5.059 -2.446 1.845  C73 1.076
87 H -3.544 -1.887 2.446  C73 1.091
88 H -4.429 -0.915 1.271  C73 1.087
89 C -0.405 1.118 8.648  C90 1.483, H96 1.092, H97 1.109, H98 1.085
90 C 0.671 1.764 7.857  C89 1.483, N91 1.457, H99 1.102, H100 1.100
91 N 1.073 1.096 6.626  C90 1.457, C92 1.450, C94 1.500
92 C 0.084 1.265 5.579  N91 1.450, C93 1.494, H101 1.093, H102 1.123
93 C 0.306 0.532 4.296  C92 1.494, H103 1.103, H104 1.104, H105 1.095
94 C 2.421 1.569 6.169  N91 1.500, C95 1.517, H106 1.070, H107 1.067
95 C 3.637 1.163 6.979  C94 1.517, H108 1.096, H109 1.095, H110 1.077
96 H -1.411 1.266 8.250  C89 1.092
97 H -0.394 1.609 9.643  C89 1.109
98 H -0.243 0.049 8.735  C89 1.085
99 H 0.416 2.818 7.660  C90 1.102
100 H 1.549 1.843 8.513  C90 1.100
101 H -0.914 1.041 5.963  C92 1.093
102 H -0.049 2.344 5.294  C92 1.123
103 H 0.648 -0.501 4.473  C93 1.103
104 H -0.631 0.432 3.722  C93 1.104
105 H 0.969 1.046 3.592  C93 1.095
106 H 2.382 2.637 6.114  C94 1.070
107 H 2.553 1.192 5.180  C94 1.067
108 H 3.761 1.737 7.904  C95 1.096
109 H 4.545 1.346 6.395  C95 1.095
110 H 3.511 0.113 7.182  C95 1.077
111 C 3.817 -3.113 0.850  C112 1.529, H118 1.089, H119 1.097, H120 1.104
112 C 4.163 -3.927 -0.397  C111 1.529, N113 1.481, H121 1.096, H122 1.107
113 N 4.070 -3.111 -1.630  C112 1.481, C114 1.435, C116 1.445
114 C 4.668 -3.746 -2.769  N113 1.435, C115 1.525, H123 1.095, H124 1.088
115 C 6.165 -3.995 -2.628  C114 1.525, H125 1.092, H126 1.084, H127 1.091
116 C 2.767 -2.545 -1.895  N113 1.445, C117 1.505, H128 1.095, H129 1.102
117 C 1.669 -3.550 -2.120  C116 1.505, H130 1.081, H131 1.064, H132 1.087
118 H 4.324 -2.155 0.748  C111 1.089
119 H 4.112 -3.697 1.731  C111 1.097
120 H 2.737 -2.909 0.957  C111 1.104
121 H 5.194 -4.286 -0.301  C112 1.096
122 H 3.472 -4.792 -0.441  C112 1.107
123 H 4.170 -4.697 -2.987  C114 1.095
124 H 4.459 -3.124 -3.637  C114 1.088
125 H 6.682 -3.068 -2.371  C115 1.092
126 H 6.399 -4.766 -1.903  C115 1.084
127 H 6.580 -4.384 -3.559  C115 1.091
128 H 2.791 -1.818 -2.714  C116 1.095
129 H 2.429 -1.997 -1.001  C116 1.102
130 H 1.570 -4.238 -1.292  C117 1.081
131 H 1.683 -4.072 -3.047  C117 1.064
132 H 0.706 -3.046 -2.136  C117 1.087
133 C -8.632 -1.162 0.931  C134 1.511, H140 1.092, H141 1.085, H142 1.084
134 C -7.829 -0.259 0.022  C133 1.511, N135 1.474, H143 1.088, H144 1.083
135 N -7.729 -0.836 -1.330  C134 1.474, C136 1.450, C138 1.473
136 C -9.018 -0.872 -1.992  N135 1.450, C137 1.536, H145 1.082, H146 1.110
137 C -9.095 -1.766 -3.239  C136 1.536, H147 1.095, H148 1.090, H149 1.103
138 C -6.791 0.008 -2.090  N135 1.473, C139 1.544, H150 1.084, H151 1.085
139 C -5.340 -0.016 -1.562  C138 1.544, H152 1.065, H153 1.098, H154 1.091
140 H -8.584 -0.779 1.952  C133 1.092
141 H -8.242 -2.174 0.903  C133 1.085
142 H -9.676 -1.267 0.660  C133 1.084
143 H -8.248 0.745 -0.012  C134 1.088
144 H -6.833 -0.162 0.437  C134 1.083
145 H -9.761 -1.301 -1.333  C136 1.082
146 H -9.486 0.126 -2.118  C136 1.110
147 H -8.486 -1.426 -4.084  C137 1.095
148 H -8.656 -2.725 -2.963  C137 1.090
149 H -10.150 -1.756 -3.558  C137 1.103
150 H -7.090 1.050 -2.099  C138 1.084
151 H -6.802 -0.309 -3.127  C138 1.085
152 H -5.292 0.593 -0.690  C139 1.065
153 H -4.651 0.493 -2.249  C139 1.098
154 H -5.000 -1.042 -1.406  C139 1.091
155 C -3.490 4.545 -6.096  C156 1.519, H162 1.080, H163 1.102, H164 1.095
156 C -3.316 3.512 -4.997  C155 1.519, N157 1.448, H165 1.099, H166 1.086
157 N -4.181 3.734 -3.857  C156 1.448, C158 1.475, C160 1.422
158 C -5.516 3.194 -4.177  N157 1.475, C159 1.504, H167 1.110, H168 1.103
159 C -6.626 3.886 -3.435  C158 1.504, H169 1.080, H170 1.103, H171 1.085
160 C -3.684 3.186 -2.642  N157 1.422, C161 1.534, H172 1.106, H173 1.099
161 C -2.513 3.999 -2.076  C160 1.534, H174 1.091, H175 1.094, H176 1.077
162 H -2.964 5.434 -5.784  C155 1.080
163 H -4.538 4.874 -6.178  C155 1.102
164 H -3.153 4.115 -7.045  C155 1.095
165 H -3.508 2.505 -5.392  C156 1.099
166 H -2.267 3.497 -4.712  C156 1.086
167 H -5.742 3.384 -5.248  C158 1.110
168 H -5.501 2.109 -3.982  C158 1.103
169 H -6.607 3.704 -2.370  C159 1.080
170 H -6.641 4.979 -3.573  C159 1.103
171 H -7.607 3.557 -3.763  C159 1.085
172 H -3.412 2.124 -2.789  C160 1.106
173 H -4.509 3.171 -1.916  C160 1.099
174 H -2.814 5.014 -1.815  C161 1.091
175 H -1.715 4.078 -2.821  C161 1.094
176 H -2.100 3.545 -1.191  C161 1.077
177 C 1.014 -7.049 5.660  C178 1.549, H184 1.100, H185 1.091, H186 1.093
178 C 1.139 -7.302 4.137  C177 1.549, N179 1.480, H187 1.073, H188 1.085
179 N 2.131 -6.407 3.499  C178 1.480, C180 1.448, C182 1.476
180 C 1.700 -6.141 2.143  N179 1.448, C181 1.531, H189 1.096, H190 1.078
181 C 0.676 -5.007 2.050  C180 1.531, H191 1.101, H192 1.087, H193 1.083
182 C 3.465 -7.015 3.661  N179 1.476, C183 1.524, H194 1.112, H195 1.096
183 C 4.585 -6.102 3.175  C182 1.524, H196 1.093, H197 1.095, H198 1.095
184 H 0.461 -7.867 6.146  C177 1.100
185 H 0.437 -6.139 5.832  C177 1.091
186 H 1.986 -6.910 6.139  C177 1.093
187 H 1.361 -8.331 3.927  C178 1.073
188 H 0.162 -7.005 3.770  C178 1.085
189 H 2.581 -5.903 1.536  C180 1.096
190 H 1.336 -7.031 1.654  C180 1.078
191 H 0.367 -4.912 0.998  C181 1.101
192 H -0.153 -5.255 2.708  C181 1.087
193 H 1.072 -4.037 2.323  C181 1.083
194 H 3.581 -8.028 3.217  C182 1.112
195 H 3.628 -7.165 4.735  C182 1.096
196 H 5.543 -6.324 3.652  C183 1.093
197 H 4.300 -5.064 3.376  C183 1.095
198 H 4.832 -6.140 2.110  C183 1.095
199 C -0.821 -6.183 -1.317  C200 1.465, H206 1.087, H207 1.098, H208 1.088
200 C -1.581 -4.957 -1.576  C199 1.465, N201 1.461, H209 1.089, H210 1.092
201 N -2.960 -5.004 -1.094  C200 1.461, C202 1.475, C204 1.445
202 C -3.851 -4.105 -1.851  N201 1.475, C203 1.516, H211 1.101, H212 1.088
203 C -4.413 -4.754 -3.100  C202 1.516, H213 1.102, H214 1.100, H215 1.076
204 C -2.990 -4.804 0.336  N201 1.445, C205 1.557, H216 1.092, H217 1.088
205 C -4.247 -5.423 1.016  C204 1.557, H218 1.116, H219 1.093, H220 1.094
206 H -1.343 -7.104 -1.564  C199 1.087
207 H -0.629 -6.382 -0.255  C199 1.098
208 H 0.109 -6.184 -1.882  C199 1.088
209 H -1.059 -4.193 -1.002  C200 1.089
210 H -1.528 -4.658 -2.625  C200 1.092
211 H -4.761 -3.866 -1.279  C202 1.101
212 H -3.408 -3.128 -2.032  C202 1.088
213 H -3.654 -5.258 -3.720  C203 1.102
214 H -5.151 -5.521 -2.823  C203 1.100
215 H -4.945 -4.050 -3.716  C203 1.076
216 H -2.880 -3.737 0.540  C204 1.092
217 H -2.184 -5.404 0.753  C204 1.088
218 H -4.213 -6.518 0.805  C205 1.116
219 H -5.218 -5.019 0.720  C205 1.093
220 H -4.183 -5.285 2.099  C205 1.094
221 C -0.655 -3.609 8.064  C222 1.506, H228 1.084, H229 1.084, H230 1.105
222 C -0.862 -2.829 6.792  C221 1.506, N223 1.441, H231 1.118, H232 1.102
223 N -2.268 -2.687 6.513  C222 1.441, C224 1.423, C226 1.453
224 C -2.817 -1.618 7.275  N223 1.423, C225 1.537, H233 1.084, H234 1.083
225 C -4.255 -1.934 7.716  C224 1.537, H235 1.099, H236 1.103, H237 1.101
226 C -2.550 -2.524 5.096  N223 1.453, C227 1.510, H238 1.088, H239 1.088
227 C -2.563 -3.861 4.395  C226 1.510, H240 1.093, H241 1.104, H242 1.082
228 H 0.380 -3.668 8.381  C221 1.084
229 H -1.030 -4.623 7.979  C221 1.084
230 H -1.192 -3.106 8.889  C221 1.105
231 H -0.364 -1.830 6.851  C222 1.118
232 H -0.342 -3.287 5.936  C222 1.102
233 H -2.225 -1.448 8.168  C224 1.084
234 H -2.848 -0.696 6.708  C224 1.083
235 H -4.617 -1.149 8.395  C225 1.099
236 H -4.946 -1.992 6.859  C225 1.103
237 H -4.395 -2.890 8.245  C225 1.101
238 H -1.781 -1.903 4.641  C226 1.088
239 H -3.456 -1.939 4.956  C226 1.088
240 H -1.583 -4.323 4.533  C227 1.093
241 H -2.785 -3.767 3.317  C227 1.104
242 H -3.358 -4.469 4.806  C227 1.082
243 C 0.947 6.919 -2.929  C244 1.506, H250 1.063, H251 1.078, H252 1.098
244 C 1.856 6.432 -4.026  C243 1.506, N245 1.432, H253 1.108, H254 1.094
245 N 1.201 5.915 -5.189  C244 1.432, C246 1.494, C248 1.438
246 C 0.285 4.776 -4.879  N245 1.494, C247 1.571, H255 1.066, H256 1.089
247 C 0.966 3.672 -3.993  C246 1.571, H257 1.102, H258 1.086, H259 1.072
248 C 0.542 6.882 -6.026  N245 1.438, C249 1.543, H260 1.104, H261 1.091
249 C 0.370 6.436 -7.492  C248 1.543, H262 1.094, H263 1.084, H264 1.092
250 H 1.446 7.263 -2.055  C243 1.063
251 H 0.173 6.224 -2.649  C243 1.078
252 H 0.368 7.807 -3.215  C243 1.098
253 H 2.424 7.309 -4.396  C244 1.108
254 H 2.592 5.695 -3.694  C244 1.094
255 H -0.553 5.209 -4.383  C246 1.066
256 H -0.027 4.374 -5.841  C246 1.089
257 H 1.961 3.442 -4.405  C247 1.102
258 H 1.117 4.015 -2.974  C247 1.086
259 H 0.369 2.782 -4.019  C247 1.072
260 H 1.198 7.768 -5.981  C248 1.104
261 H -0.432 7.105 -5.586  C248 1.091
262 H -0.158 7.232 -8.027  C249 1.094
263 H -0.183 5.504 -7.536  C249 1.084
264 H 1.322 6.260 -7.997  C249 1.092
265 C 4.195 7.005 -0.871  C266 1.527, C271 1.520, H272 1.081, H273 1.097
266 C 5.712 6.835 -0.924  C265 1.527, C267 1.511, H274 1.102, H275 1.072
267 C 6.012 5.578 -1.709  C266 1.511, S268 1.836, H276 1.078, H277 1.096
268 S 4.629 4.453 -1.271  C267 1.836, O269 1.454, O270 1.472, C271 1.795
269 O 4.970 3.410 -0.317  S268 1.454
270 O 3.955 4.043 -2.513  S268 1.472
271 C 3.587 5.673 -0.465  C265 1.520, S268 1.795, H278 1.091, H279 1.113
272 H 3.862 7.186 -1.884  C265 1.081
273 H 3.994 7.809 -0.154  C265 1.097
274 H 6.053 6.628 0.103  C266 1.102
275 H 6.206 7.707 -1.305  C266 1.072
276 H 6.906 5.119 -1.320  C267 1.078
277 H 6.034 5.574 -2.804  C267 1.096
278 H 3.469 5.354 0.571  C271 1.091
279 H 2.641 5.677 -1.051  C271 1.113
280 C 2.204 -2.676 5.325  C281 1.535, C286 1.519, H287 1.099, H288 1.100
281 C 3.230 -2.219 4.279  C280 1.535, C282 1.510, H289 1.086, H290 1.082
282 C 4.578 -1.987 4.921  C281 1.510, S283 1.843, H291 1.097, H292 1.093
283 S 4.585 -3.260 6.253  C282 1.843, O284 1.477, O285 1.473, C286 1.886
284 O 4.770 -2.504 7.508  S283 1.477
285 O 5.447 -4.415 5.947  S283 1.473
286 C 2.788 -3.819 6.138  C280 1.519, S283 1.886, H293 1.093, H294 1.086
287 H 1.275 -2.959 4.811  C280 1.099
288 H 1.964 -1.800 5.946  C280 1.100
289 H 2.805 -1.405 3.698  C281 1.086
290 H 3.315 -3.032 3.571  C281 1.082
291 H 4.732 -1.003 5.378  C282 1.097
292 H 5.415 -2.248 4.269  C282 1.093
293 H 2.369 -3.934 7.141  C286 1.093
294 H 2.751 -4.746 5.574  C286 1.086
295 C 0.939 6.068 5.077  C296 1.543, C301 1.546, H302 1.075, H303 1.099
296 C -0.521 5.582 4.966  C295 1.543, C297 1.498, H304 1.088, H305 1.093
297 C -0.870 5.405 3.521  C296 1.498, S298 1.824, H306 1.113, H307 1.091
298 S 0.679 4.845 2.737  C297 1.824, O299 1.452, O300 1.467, C301 1.817
299 O 0.945 5.679 1.578  S298 1.452
300 O 0.601 3.393 2.545  S298 1.467
301 C 1.798 5.207 4.123  C295 1.546, S298 1.817, H308 1.094, H309 1.089
302 H 1.287 6.060 6.094  C295 1.075
303 H 1.020 7.123 4.784  C295 1.099
304 H -1.204 6.210 5.534  C296 1.088
305 H -0.559 4.648 5.534  C296 1.093
306 H -1.257 6.319 3.019  C297 1.113
307 H -1.594 4.597 3.402  C297 1.091
308 H 2.596 5.824 3.698  C301 1.094
309 H 2.218 4.299 4.554  C301 1.089
310 C 4.516 1.020 2.491  C311 1.576, C316 1.534, H317 1.086, H318 1.078
311 C 6.036 1.324 2.207  C310 1.576, C312 1.538, H319 1.084, H320 1.095
312 C 6.450 2.719 2.706  C311 1.538, S313 1.799, H321 1.077, H322 1.102
313 S 4.914 3.464 3.273  C312 1.799, O314 1.469, O315 1.455, C316 1.854
314 O 4.658 4.813 2.749  S313 1.469
315 O 4.771 3.331 4.715  S313 1.455
316 C 3.707 2.323 2.448  C310 1.534, S313 1.854, H323 1.087, H324 1.088
317 H 4.391 0.614 3.490  C310 1.086
318 H 4.184 0.296 1.764  C310 1.078
319 H 6.375 1.211 1.184  C311 1.084
320 H 6.518 0.532 2.789  C311 1.095
321 H 6.710 3.310 1.844  C312 1.077
322 H 7.234 2.764 3.478  C312 1.102
323 H 3.540 2.659 1.428  C316 1.087
324 H 2.779 2.347 3.015  C316 1.088
325 C -4.789 -1.840 -6.279  C326 1.528, C331 1.532, H332 1.084, H333 1.081
326 C -4.039 -0.526 -6.073  C325 1.528, C327 1.594, H334 1.094, H335 1.073
327 C -4.633 0.558 -7.079  C326 1.594, S328 1.838, H336 1.096, H337 1.102
328 S -6.403 0.068 -7.155  C327 1.838, O329 1.448, O330 1.439, C331 1.831
329 O -6.778 0.153 -8.552  S328 1.448
330 O -7.154 0.826 -6.190  S328 1.439
331 C -6.288 -1.649 -6.530  C325 1.532, S328 1.831, H338 1.083, H339 1.080
332 H -4.557 -2.511 -5.460  C325 1.084
333 H -4.447 -2.280 -7.205  C325 1.081
334 H -2.969 -0.666 -6.253  C326 1.094
335 H -4.177 -0.153 -5.077  C326 1.073
336 H -4.266 0.550 -8.111  C327 1.096
337 H -4.598 1.568 -6.641  C327 1.102
338 H -6.618 -2.199 -7.402  C331 1.083
339 H -6.919 -1.714 -5.656  C331 1.080